25
Properties=species:S:1:pos:R:3 method="wB97M-V/def2-TZVPD" lumo_energy_ev=-3.24 total_energy_ev=-13531.2124 e_above_lowest_ev=4.506 total_charge=+1
O -2.87080 -0.26672 1.07948
H 2.54279 -0.93205 -0.36498
H -3.21353 -2.00377 0.40526
C 0.44817 -0.52469 -0.57908
H -1.24484 0.14141 2.14322
C -0.20615 1.62837 0.14900
N 0.73285 0.40781 -1.73511
C 1.71632 -0.59422 0.27851
C 0.47699 1.83378 -1.20964
H 2.14542 -1.33331 2.13541
H -0.21925 2.28714 -1.91031
H 1.54599 -2.44586 1.13429
C -1.47020 -0.40577 1.22606
C -0.75308 0.20263 0.02367
N 1.45793 -1.47327 1.40605
H 1.41403 2.38016 -1.19324
H -1.49275 0.25951 -0.78403
O -3.28874 -1.11997 0.01333
H 0.24140 -1.53870 -0.92254
H 2.00211 0.38682 0.65408
H 0.48846 1.73338 0.97892
H -1.00783 2.34991 0.29144
H -1.18772 -1.44777 1.39226
H 1.66551 0.26539 -2.12255
H 0.07694 0.20977 -2.48949